{"formula": "C18H56O10", "method": "the ωB97M-V functional and the def2-TZVPD basis", "elements": ["O", "H", "H", "H", "C", "H", "H", "H", "H", "O", "H", "H", "H", "H", "C", "O", "H", "H", "C", "C", "H", "H", "H", "O", "H", "H", "C", "H", "H", "C", "H", "O", "H", "H", "C", "H", "H", "C", "C", "H", "H", "C", "H", "C", "H", "H", "H", "H", "H", "H", "C", "H", "H", "H", "H", "H", "H", "H", "H", "H", "H", "H", "H", "C", "H", "C", "C", "H", "H", "C", "O", "H", "O", "H", "O", "H", "C", "O", "H", "O", "H", "H", "C", "H"], "positions_angstrom": [[-18.0163, 11.2875, 5.9420], [-25.5869, 8.7471, 3.0268], [-20.6877, 14.7173, 6.9185], [-19.5862, 8.7057, 9.1916], [-16.9645, 10.3117, 10.7973], [-16.3930, 9.4819, 11.2149], [-21.4857, 10.7205, 11.0014], [-18.3957, 11.7570, 6.6872], [-18.8299, 9.6226, 12.4283], [-19.2037, 7.4648, 4.1243], [-21.2594, 11.5899, 8.2768], [-26.6891, 8.0626, 5.1896], [-16.9612, 11.1556, 11.4859], [-23.0430, 11.9011, 12.3689], [-19.2889, 7.2302, 2.7037], [-25.3295, 12.5095, 4.9685], [-19.0269, 10.7421, 10.4151], [-18.7117, 13.0349, 4.9801], [-20.5675, 16.5139, 5.7727], [-25.0709, 8.8529, 3.9774], [-20.8512, 14.0287, 3.7403], [-24.3221, 8.0866, 4.1681], [-26.1044, 9.1947, 7.2629], [-27.0037, 10.0208, 4.8235], [-18.6944, 11.6016, 3.9924], [-20.9580, 9.8178, 4.7952], [-21.3646, 15.3676, 6.3507], [-19.5480, 15.7946, 2.5174], [-21.2236, 17.1653, 5.1988], [-22.5746, 15.7923, 7.1621], [-25.4399, 12.7759, 4.0521], [-18.8478, 9.0709, 11.6397], [-22.2161, 13.7471, 5.5929], [-18.6245, 8.2281, 4.2164], [-26.1185, 13.3350, 5.8115], [-16.4488, 10.5915, 9.8738], [-24.7092, 11.6002, 8.1774], [-20.3288, 15.0863, 2.2034], [-24.5978, 11.9507, 9.2066], [-21.2854, 15.6123, 2.3065], [-20.1745, 14.8765, 1.1445], [-18.3864, 9.8580, 10.5204], [-20.0718, 10.7426, 7.2708], [-21.9906, 11.0596, 6.3051], [-27.1131, 12.8915, 5.9554], [-22.5491, 10.1653, 6.5927], [-25.6712, 13.3751, 6.8022], [-20.4439, 12.4041, 6.9067], [-23.1522, 16.5855, 6.6947], [-21.3551, 11.9763, 12.9190], [-21.4394, 10.7933, 4.8976], [-22.3155, 15.9764, 8.2055], [-24.3301, 13.0148, 9.1448], [-22.0249, 13.3105, 12.0178], [-26.4862, 10.8248, 4.7383], [-23.2437, 14.9206, 7.2325], [-19.7835, 8.0634, 2.1992], [-26.2370, 14.3313, 5.3909], [-20.7511, 11.5601, 4.5326], [-22.2863, 10.8065, 4.1976], [-17.9622, 8.0438, 9.4697], [-26.5220, 12.2331, 9.5406], [-24.5880, 8.5303, 6.6544], [-18.1536, 12.1144, 4.7876], [-18.2823, 7.1481, 2.2763], [-25.3903, 9.2450, 6.4428], [-22.0347, 12.2246, 12.0922], [-19.8059, 6.2941, 2.5338], [-23.6779, 11.9621, 5.7637], [-26.0833, 8.9650, 5.1139], [-21.5993, 11.6671, 10.8656], [-19.7276, 16.1396, 5.1915], [-21.7707, 14.5275, 5.2182], [-20.1472, 17.0793, 6.6096], [-20.2985, 13.8780, 2.9531], [-18.1645, 9.4514, 8.4179], [-18.5349, 8.9591, 9.3182], [-22.8733, 12.2112, 6.2375], [-17.1673, 12.4146, 4.4256], [-25.7794, 11.8240, 9.9905], [-23.8104, 11.4206, 9.7268], [-24.5345, 9.8123, 3.9477], [-20.8889, 11.4698, 7.2565], [-24.8951, 10.2207, 6.3950]], "lowdin_charge": [-0.135, 0.081, 0.127, 0.079, -0.056, 0.085, 0.076, 0.040, 0.082, -0.136, 0.072, 0.136, 0.076, 0.080, -0.149, -0.146, 0.118, 0.068, -0.050, -0.047, 0.020, 0.083, 0.086, -0.058, 0.065, 0.082, -0.453, 0.070, 0.086, -0.039, 0.109, -0.066, 0.041, 0.063, -0.105, 0.080, 0.046, -0.168, -0.151, 0.077, 0.071, -0.500, 0.069, -0.411, 0.089, 0.127, 0.068, 0.069, 0.083, 0.077, -0.023, 0.084, 0.081, 0.080, 0.032, 0.064, 0.072, 0.090, 0.053, 0.076, 0.089, 0.067, 0.085, -0.155, 0.075, -0.051, -0.155, 0.073, 0.040, -0.474, -0.146, 0.074, -0.102, 0.085, -0.150, 0.071, -0.053, -0.094, 0.080, -0.117, 0.063, 0.063, -0.030, 0.042], "homo_lumo_gap_ev": 10.15, "homo_energy_ha": -0.3583, "spin_multiplicity": 1, "relative_energy_kcal_mol": 75.0}

=====

{"formula": "C4H6AuLiO", "method": "the ωB97M-V functional and the def2-TZVPD basis", "elements": ["C", "H", "H", "H", "H", "H", "C", "O", "Au", "H", "Li", "C", "C"], "positions_angstrom": [[-1.0285, 0.3942, 1.7297], [1.9991, -0.2529, -0.4369], [-1.6748, 1.0022, 2.3847], [1.4494, 1.1296, -1.5502], [-1.3625, 1.6777, 0.0531], [-0.8461, 0.0968, -1.7130], [-0.1531, -0.2277, -0.9271], [-0.5072, -0.6756, 2.2961], [0.7825, -1.6490, 2.3264], [-0.3236, -1.2568, -0.5850], [1.3939, -1.1693, -2.9586], [-0.9390, 0.7510, 0.4405], [1.2100, 0.1799, -1.0597]], "mulliken_spin": [0.331, 0.006, 0.065, 0.017, 0.012, 0.033, -0.126, 0.478, 0.698, 0.022, 0.020, 0.610, 0.835], "homo_lumo_gap_ev": [7.26, 7.82], "total_charge": 3, "homo_energy_ha": [-0.8102, -0.9396], "spin_multiplicity": 4, "s_squared": 3.773, "relative_energy_kcal_mol": 0.0}

=====

{"formula": "C2HO2S2", "method": "the ωB97M-V functional and the def2-TZVPD basis", "elements": ["C", "O", "S", "O", "H", "S", "C"], "positions_angstrom": [[-0.0808, 0.7404, 0.8993], [-1.1240, 1.3347, 0.9093], [-0.5433, -0.2497, -2.1141], [0.8859, 0.7321, 1.5918], [1.9969, -0.5763, -0.2016], [-1.1080, -1.6677, -0.6595], [-0.0265, -0.3135, -0.4251]], "nbo_charge": [0.783, -0.722, 0.077, -0.685, -0.071, 0.089, -0.471], "homo_lumo_gap_ev": [6.87, 6.91], "total_charge": -1, "homo_energy_ha": [-0.1389, -0.1401], "spin_multiplicity": 1, "relative_energy_kcal_mol": 92.0}

=====

{"formula": "C2H3NO2", "method": "the ωB97M-V functional and the def2-TZVPD basis", "elements": ["C", "H", "C", "O", "N", "H", "H", "O"], "positions_angstrom": [[1.7893, 0.1236, 0.0371], [0.7319, -1.6304, 0.0431], [0.4543, 0.4520, -0.4757], [2.9508, 0.3616, -0.0041], [0.7694, -0.6786, 0.4307], [-0.9391, 1.3714, 0.8695], [0.0946, 0.4947, -1.4277], [-0.3493, 1.5403, 0.1780]], "nbo_charge": [0.665, 0.398, 0.113, -0.498, -0.607, 0.484, 0.200, -0.756], "homo_lumo_gap_ev": 10.33, "homo_energy_ha": -0.3583, "spin_multiplicity": 1, "relative_energy_kcal_mol": 63.1}

=====

Question: What is the formula in the fourth record?
Answer: C2H3NO2

=====

Repeat the second record exactly.
{"formula": "C4H6AuLiO", "method": "the ωB97M-V functional and the def2-TZVPD basis", "elements": ["C", "H", "H", "H", "H", "H", "C", "O", "Au", "H", "Li", "C", "C"], "positions_angstrom": [[-1.0285, 0.3942, 1.7297], [1.9991, -0.2529, -0.4369], [-1.6748, 1.0022, 2.3847], [1.4494, 1.1296, -1.5502], [-1.3625, 1.6777, 0.0531], [-0.8461, 0.0968, -1.7130], [-0.1531, -0.2277, -0.9271], [-0.5072, -0.6756, 2.2961], [0.7825, -1.6490, 2.3264], [-0.3236, -1.2568, -0.5850], [1.3939, -1.1693, -2.9586], [-0.9390, 0.7510, 0.4405], [1.2100, 0.1799, -1.0597]], "mulliken_spin": [0.331, 0.006, 0.065, 0.017, 0.012, 0.033, -0.126, 0.478, 0.698, 0.022, 0.020, 0.610, 0.835], "homo_lumo_gap_ev": [7.26, 7.82], "total_charge": 3, "homo_energy_ha": [-0.8102, -0.9396], "spin_multiplicity": 4, "s_squared": 3.773, "relative_energy_kcal_mol": 0.0}